107
Properties=species:S:1:pos:R:3 method="wB97M-V/def2-TZVPD" e_above_lowest_kj_mol=0.0 homo_lumo_gap_ev="6.78 / 6.76" homo_energy_ev="-13.61 / -13.58" molar_mass_g_mol=898.537 total_charge=+2 multiplicity=2
Mo -0.230 0.846 2.114
B 1.149 1.100 5.072
N 2.007 0.221 4.101
C 3.115 -0.454 4.382
C 3.463 -1.239 3.291
C 2.479 -0.978 2.361
N 1.604 -0.074 2.838
N -0.240 0.367 5.120
C -0.850 -0.239 6.130
C -1.970 -0.917 5.655
C -1.972 -0.669 4.300
N -0.928 0.126 3.977
H 1.017 2.205 4.627
H 1.640 1.055 6.160
H 3.580 -0.347 5.346
H 4.294 -1.913 3.204
H 2.334 -1.438 1.401
H -0.448 -0.165 7.125
H -2.665 -1.510 6.218
H -2.657 -1.013 3.541
N -5.191 2.623 -6.841
C -4.679 2.413 -5.837
C -4.030 2.140 -4.582
C -2.957 2.929 -4.172
C -2.322 2.654 -2.976
C -2.764 1.602 -2.174
C -3.845 0.825 -2.584
C -4.475 1.087 -3.789
C -2.077 1.300 -0.892
C -2.773 1.432 0.269
C -4.108 1.949 0.416
C -4.399 1.961 1.743
C -3.243 1.470 2.403
N -2.278 1.134 1.559
C -0.717 0.836 -1.006
C -0.075 0.609 -2.203
C 1.207 0.098 -1.901
C 1.285 0.090 -0.501
N 0.130 0.517 0.056
H -2.629 3.751 -4.791
H -1.488 3.265 -2.657
H -4.181 0.000 -1.969
H -5.306 0.479 -4.118
H -4.735 2.280 -0.393
H -5.302 2.294 2.221
H -3.106 1.382 3.469
H -0.480 0.792 -3.181
H 2.037 -0.002 -2.576
H 2.165 -0.080 0.094
C -1.934 -2.152 -0.066
Si -0.389 -3.219 -0.139
C 0.228 -3.527 1.596
C -0.785 -4.850 -0.956
Ge 1.163 -2.341 -1.755
Si 3.566 -2.661 -1.747
C 4.220 -2.840 -0.011
C 3.781 -4.225 -2.734
C 4.407 -1.232 -2.602
Si 0.195 -2.595 -3.970
C -1.628 -2.192 -3.943
C 0.458 -4.378 -4.452
C 1.138 -1.470 -5.123
H -2.790 -2.795 0.152
H -2.144 -1.620 -0.992
H -1.879 -1.413 0.743
H -0.388 -4.327 2.014
H 0.121 -2.655 2.245
H 1.264 -3.857 1.649
H -1.521 -5.389 -0.356
H 0.097 -5.487 -1.043
H -1.202 -4.719 -1.952
H 3.619 -3.515 0.600
H 4.294 -1.876 0.494
H 5.229 -3.254 -0.057
H 3.288 -5.085 -2.280
H 4.845 -4.460 -2.810
H 3.399 -4.108 -3.748
H 4.403 -0.316 -2.011
H 3.990 -1.019 -3.586
H 5.453 -1.509 -2.753
H -2.189 -2.911 -3.345
H -2.011 -2.249 -4.964
H -1.842 -1.195 -3.566
H -0.290 -5.037 -4.017
H 1.442 -4.756 -4.177
H 0.373 -4.459 -5.538
H 1.055 -0.418 -4.853
H 0.740 -1.577 -6.134
H 2.196 -1.730 -5.164
C 2.005 3.416 0.310
C 1.380 4.326 1.328
C 1.677 5.676 1.372
C 1.080 6.500 2.317
C 0.180 5.987 3.238
C -0.145 4.639 3.244
C -1.093 4.090 4.269
C 0.466 3.834 2.273
N 0.166 2.486 2.222
H 2.815 3.924 -0.207
H 1.272 3.099 -0.437
H 2.410 2.516 0.781
H 2.383 6.087 0.664
H 1.320 7.553 2.336
H -0.275 6.640 3.969
H -1.810 4.851 4.566
H -0.546 3.776 5.160
H -1.641 3.224 3.900

128
Properties=species:S:1:pos:R:3 method="wB97M-V/def2-TZVPD" homo_lumo_gap_ev=10.05 homo_energy_ev=-10.35 molar_mass_g_mol=1088.824 smiles="O=C1OC[C@@H](F)O1.O=C1OC[C@@H](F)O1.C[C@H]1COC(=O)O1.C[C@H]1COC(=O)O1.C[C@H]1COC(=O)O1.C[C@H]1COC(=O)O1.C[C@H]1COC(=O)O1.C[C@H]1COC(=O)O1.O=C1OCCO1.O=C1OCCO1.O=C1OCCO1"
C 5.845 1.363 -2.965
C 5.967 2.344 -1.784
O 5.047 1.818 -0.818
C 4.578 0.625 -1.224
O 3.764 -0.009 -0.660
O 4.980 0.355 -2.494
H 6.829 1.043 -3.294
H 5.367 1.915 -3.777
H 5.748 3.385 -2.028
H 6.983 2.412 -1.383
C 4.798 -2.760 2.611
C 3.599 -3.411 3.287
O 3.051 -4.190 2.209
C 3.403 -3.622 1.038
O 2.823 -3.779 0.033
O 4.400 -2.743 1.229
H 5.728 -3.310 2.752
H 4.894 -1.726 2.921
H 2.889 -2.653 3.621
H 3.853 -4.123 4.064
C 0.978 -0.776 0.798
C 0.947 0.700 0.359
O -0.229 1.179 1.042
C -0.997 0.142 1.411
O -2.151 0.240 1.657
O -0.346 -1.026 1.313
H 1.694 -1.095 1.549
H 1.103 -1.338 -0.127
H 0.874 0.775 -0.721
H 1.832 1.227 0.696
C -1.958 1.464 -5.581
C -1.884 0.886 -4.189
C -2.495 -0.512 -4.080
O -1.529 -1.224 -3.298
C -0.406 -0.519 -3.157
O 0.526 -0.795 -2.497
O -0.517 0.675 -3.766
H -2.945 1.259 -6.003
H -1.219 1.047 -6.270
H -1.813 2.544 -5.624
H -2.267 1.653 -3.512
H -2.623 -0.935 -5.076
H -3.454 -0.515 -3.568
C -2.527 4.820 3.980
C -1.908 3.545 4.497
C -0.731 2.950 3.704
O 0.305 2.814 4.679
C -0.127 3.220 5.879
O 0.495 3.178 6.865
O -1.347 3.774 5.785
H -3.302 5.118 4.696
H -3.154 4.700 3.095
H -1.768 5.599 3.914
H -2.732 2.838 4.624
H -0.379 3.681 2.977
H -0.937 1.964 3.320
C -4.299 1.382 -0.931
C -5.609 0.679 -0.654
C -6.771 1.668 -0.454
O -7.443 1.589 -1.751
C -7.085 0.476 -2.416
O -7.479 0.164 -3.482
O -5.963 -0.033 -1.846
H -4.346 2.210 -1.636
H -3.545 0.640 -1.194
H -3.986 1.796 0.035
H -5.491 -0.024 0.162
H -6.494 2.715 -0.394
H -7.559 1.369 0.231
C 1.622 3.541 -2.766
C 2.636 2.764 -3.569
C 2.071 1.993 -4.766
O 2.987 2.288 -5.833
C 3.757 3.346 -5.491
O 4.605 3.801 -6.153
O 3.478 3.749 -4.220
H 0.944 2.847 -2.272
H 1.074 4.202 -3.437
H 2.164 4.187 -2.077
H 3.224 2.112 -2.922
H 1.063 2.325 -5.020
H 2.038 0.927 -4.551
C 0.096 -0.647 6.006
C -0.910 -0.561 4.893
C -1.714 -1.829 4.518
O -3.089 -1.408 4.554
C -3.187 -0.143 4.994
O -4.165 0.493 5.095
O -1.962 0.338 5.291
H -0.336 -0.783 6.993
H 0.545 0.351 5.995
H 0.892 -1.343 5.750
H -0.464 -0.193 3.965
H -1.515 -2.628 5.233
H -1.515 -2.118 3.501
C -0.778 -4.166 -1.768
C 0.285 -4.443 -2.785
C 1.604 -3.639 -2.868
O 2.538 -4.703 -3.213
C 2.072 -5.897 -2.845
O 2.703 -6.906 -2.802
O 0.756 -5.798 -2.537
H -0.451 -3.781 -0.803
H -1.434 -5.021 -1.602
H -1.493 -3.485 -2.243
H -0.156 -4.455 -3.786
H 1.950 -3.081 -2.002
H 1.647 -2.986 -3.739
C -4.985 -2.754 -0.389
C -3.701 -3.528 -0.117
O -3.845 -4.631 -0.902
C -5.181 -4.968 -0.905
O -5.639 -5.995 -1.237
O -5.892 -3.856 -0.595
F -3.612 -3.758 1.229
H -4.966 -2.103 -1.257
H -5.155 -2.233 0.549
H -2.815 -2.959 -0.385
C 4.028 2.524 2.006
C 4.981 1.401 2.291
O 4.122 0.392 2.732
C 3.025 0.978 3.291
O 2.161 0.390 3.808
O 2.970 2.274 2.935
F 5.831 1.743 3.343
H 3.585 2.445 1.010
H 4.408 3.541 1.999
H 5.610 1.027 1.492